Density functional theory data (wB97M-V/def2-TZVPD) for a cluster of 3 separate species, C3H14N4O in total.

ΔE to the lowest compared entry with this formula, charge and spin in kcal/mol: 11.4
Lowest unoccupied orbital energy in hartree: -0.2230
DFT total energy in hartree: -416.3314

```
! wB97M-V def2-TZVPD RIJCOSX def2/J DEFGRID3
* xyz 2 1
C 0.38430 0.13825 -0.75154
C -0.31746 1.29803 -0.54665
C -0.58844 0.11760 2.54358
N 0.11750 2.47513 -0.18626
N -0.77694 -1.03916 3.20792
N 1.00829 -2.14159 -3.57426
N -0.22246 1.24782 3.07130
O -0.25612 -0.92417 -1.43225
H 1.44632 0.17634 -0.95623
H -1.34844 1.29905 -0.97760
H -0.66873 0.12101 1.35408
H 1.10378 2.72745 -0.29698
H -0.51394 3.17469 0.15397
H -1.36396 -1.68780 2.84984
H -0.56925 -1.24142 4.13602
H 1.96505 -2.33275 -3.12748
H 1.30506 -1.34648 -4.07115
H 0.54932 -2.94753 -3.92949
H -1.17092 -0.96387 -1.27256
H -0.19095 1.37770 4.07434
H -0.21520 2.17879 2.60635
H 0.32318 -1.70708 -2.87494
*
```

Mulliken population analysis, charges in e, atoms 1 to 2: -0.33 -0.22

---

Density functional theory data (wB97M-V/def2-TZVPD) for a cluster of 2 separate species, C3H14N4Si in total.

ΔE to the lowest compared entry with this formula, charge and spin in kcal/mol: 45.8
Lowest unoccupied orbital energy (spin up / spin down) in hartree: 0.0160 / 0.0353
DFT total energy in hartree: -631.0652

```
! wB97M-V def2-TZVPD RIJCOSX def2/J DEFGRID3
* xyz 0 1
C -0.48923 -2.79504 0.29182
C -0.97807 -1.58666 -0.49631
C -0.86033 -0.29713 0.31501
N 0.17395 1.80941 2.55923
N 0.19868 1.67061 -3.29684
N 1.17099 0.92959 2.07165
N 1.06424 2.19967 -2.37984
Si 0.93886 0.27682 0.48747
H -1.09328 -2.92721 1.18842
H -0.56269 -3.70153 -0.30887
H 0.54719 -2.66436 0.59427
H -0.39996 -1.49477 -1.41739
H -2.02193 -1.75206 -0.77709
H -1.29298 -0.45388 1.30680
H -1.45744 0.48344 -0.15977
H 0.09343 1.70360 3.56971
H 0.40519 2.77689 2.34832
H -0.77168 1.56117 -3.01685
H 0.58687 0.81785 -3.68386
H 2.11459 1.14295 2.38301
H 0.58233 2.95142 -1.88518
H 2.05127 -0.65077 0.30631
*
```

Mulliken population analysis, charges in e, atoms 1 to 2: -1.17 -0.32

---

Density functional theory data (wB97M-V/def2-TZVPD) for a cluster of 4 separate species, C3H14NO3 in total.

ΔE to the lowest compared entry with this formula, charge and spin in kcal/mol: 2.7
Lowest unoccupied orbital energy (spin up / spin down) in hartree: 0.0141 / 0.0140
DFT total energy in hartree: -403.0880

```
! wB97M-V def2-TZVPD RIJCOSX def2/J DEFGRID3
* xyz 0 2
C 2.62006 -0.11058 0.10987
C 1.63457 1.06246 -0.13692
C 0.28706 0.34044 -1.97610
N 0.34901 0.66890 -0.65196
H 3.18614 -0.23140 -0.81545
H 3.31951 0.23611 0.86554
H 2.08423 -1.03021 0.31674
H 1.53700 1.58297 0.81297
H 2.04203 1.77263 -0.86206
H -0.67534 0.04213 -2.34038
H 1.13507 0.04670 -2.57279
H -0.52237 0.71744 -0.16082
H -0.96302 0.99332 2.19551
H -0.65516 -0.51195 2.23872
O -0.26402 0.34914 2.05870
H -2.68427 1.21010 -2.43031
H -3.54688 0.34097 -1.48553
O -2.75266 0.87534 -1.52837
H -1.63324 -3.44808 1.93495
H -2.68581 -2.39664 2.40513
O -1.81192 -2.50980 2.02257
*
```

Mulliken population analysis, charges in e, atoms 1 to 2: -1.03 -0.68

---

Density functional theory data (wB97M-V/def2-TZVPD) for a cluster of 3 separate species, C3H14NO3 in total.

ΔE to the lowest compared entry with this formula, charge and spin in kcal/mol: 10.1
Lowest unoccupied orbital energy in hartree: -0.1126
DFT total energy in hartree: -402.9404

```
! wB97M-V def2-TZVPD RIJCOSX def2/J DEFGRID3
* xyz 1 1
C -0.85273 -1.12313 -0.55015
C -0.82981 -0.06403 -1.65916
C -0.99126 1.36268 -1.16539
O -0.04923 1.66977 -0.08797
N 0.41161 -0.99629 0.24587
H -0.91691 -2.09404 -1.02729
H -1.67096 -0.92726 0.12963
H 0.00947 -0.11278 -2.35623
H -1.70848 -0.32753 -2.25461
H -0.94013 2.16739 -1.89590
H -1.97147 1.48549 -0.69844
H 0.72768 2.07694 -0.48842
H 0.56815 0.00738 0.32374
H 1.19603 -1.30967 -0.31660
H 0.43361 -1.44397 1.15857
H -0.58860 0.46478 2.29778
H -1.57232 0.12048 3.44589
O -0.98800 -0.26318 2.78530
H 3.32559 -1.02974 0.61115
H 3.52560 0.51486 0.83555
O 2.88217 -0.17813 0.66669
*
```

Mulliken population analysis, charges in e, atoms 1 to 2: -0.60 -0.57

---

Density functional theory data (wB97M-V/def2-TZVPD) for a cluster of 4 separate species, C3H14NO3 in total.

ΔE to the lowest compared entry with this formula, charge and spin in kcal/mol: 37.9
Lowest unoccupied orbital energy in hartree: -0.1800
DFT total energy in hartree: -402.8962

```
! wB97M-V def2-TZVPD RIJCOSX def2/J DEFGRID3
* xyz 1 1
C 2.87135 -1.57756 -0.42313
C 1.57203 -1.08857 0.22715
C 1.69733 1.06766 -0.86281
N 0.99682 0.10536 -0.42401
H 3.71869 -1.32102 0.20608
H 2.83696 -2.66066 -0.41271
H 2.98961 -1.27655 -1.46068
H 0.80419 -1.83332 0.07683
H 1.66662 -0.90054 1.28504
H 1.31880 1.98961 -1.27944
H 2.77312 0.92048 -0.87651
H 0.07826 0.36097 -0.02874
H -1.07499 0.80138 1.97637
H -1.98834 0.33546 0.92095
O -1.28490 -0.01439 1.49485
H -2.75102 2.13798 -0.45178
H -2.44939 3.08520 -1.51742
O -2.39260 3.03146 -0.55269
H -4.03789 -1.33438 0.01828
H -3.65014 -1.15954 1.45853
O -3.69450 -0.66904 0.62584
*
```

Mulliken population analysis, charges in e, atoms 1 to 2: -1.32 -0.13

---

Density functional theory data (wB97M-V/def2-TZVPD) for a cluster of 4 separate species, C3H14NO3 in total.

ΔE to the lowest compared entry with this formula, charge and spin in kcal/mol: 41.3
Lowest unoccupied orbital energy in hartree: -0.1472
DFT total energy in hartree: -402.8908

```
! wB97M-V def2-TZVPD RIJCOSX def2/J DEFGRID3
* xyz 1 1
C -1.15624 0.62822 0.77740
C 0.18398 -0.10787 1.00055
C 2.04708 0.16688 -0.53853
N 0.89486 -0.35357 -0.22209
H -0.99194 1.63441 0.17220
H -1.63065 0.78815 1.85304
H -1.85008 0.14283 -0.01771
H -0.16118 -1.02257 1.44948
H 0.70642 0.48303 1.81508
H 2.29679 -0.10727 -1.56328
H 2.60000 0.77897 0.16264
H 0.38651 -0.81549 -1.05627
H -1.01963 -2.22088 -1.73787
H -1.72156 -0.99465 -1.93938
O -0.71134 -1.33909 -1.99442
H 3.82491 1.68837 2.73483
H 3.87711 0.25526 2.25112
O 3.40396 1.11211 2.07810
H -3.62552 0.53285 -1.59185
H -3.97609 -0.92183 -1.61153
O -3.37739 -0.32788 -2.02151
*
```

Mulliken population analysis, charges in e, atoms 1 to 2: -0.75 -0.31

---

Density functional theory data (wB97M-V/def2-TZVPD) for a cluster of 4 separate species, C3H14NO3 in total.

ΔE to the lowest compared entry with this formula, charge and spin in kcal/mol: 41.1
Lowest unoccupied orbital energy in hartree: -0.1689
DFT total energy in hartree: -402.8911

```
! wB97M-V def2-TZVPD RIJCOSX def2/J DEFGRID3
* xyz 1 1
C 2.50786 -0.51875 1.12327
C 2.21507 -1.29232 -0.15463
C 0.81647 -0.88339 -2.01013
N 0.90213 -1.01969 -0.75343
H 3.22694 0.29067 0.97158
H 1.65672 -0.00287 1.57850
H 2.91275 -1.16029 1.90866
H 3.09358 -1.27919 -0.80346
H 2.06570 -2.35982 0.11410
H -0.08302 -0.65951 -2.56047
H 1.71052 -0.99758 -2.62231
H 0.10863 -1.12095 -0.13082
H -0.34924 2.14671 -1.20152
H -1.09414 1.63405 -0.05414
O -0.38378 1.34440 -0.66599
H -3.37246 -0.49456 0.28607
H -4.36122 0.47923 -0.39023
O -3.47789 0.38475 -0.03794
H -2.87895 2.35988 1.24826
H -2.77263 1.13505 2.11840
O -2.44304 2.01419 2.03623
*
```

Mulliken population analysis, charges in e, atoms 1 to 2: -1.08 -0.37

---

Density functional theory data (wB97M-V/def2-TZVPD) for a cluster of 4 separate species, C3H14NO4 in total.

ΔE to the lowest compared entry with this formula, charge and spin in kcal/mol: 28.3
Lowest unoccupied orbital energy in hartree: 0.1380
DFT total energy in hartree: -478.4280

```
! wB97M-V def2-TZVPD RIJCOSX def2/J DEFGRID3
* xyz -1 1
C 2.13955 -1.59331 0.37685
C 0.91735 -0.73481 0.62172
C 1.12295 0.66061 -0.09468
O 0.00130 1.46259 -0.15986
N 1.74978 -3.02246 0.26719
H 2.62471 -1.46233 1.42104
H 2.74793 -1.26395 -0.44530
H -0.08827 -1.06991 0.25243
H 0.69356 -0.59630 1.68843
H 1.42305 0.47494 -1.18509
H 1.99909 1.10151 0.35500
H 2.35855 -3.48467 -0.39929
H 0.80346 -3.11603 -0.06398
H -1.46242 1.92658 2.37106
H -0.23564 1.60947 1.49700
O -0.53143 1.69127 2.45161
H -1.53317 -0.08198 -1.94102
H -0.87194 1.12543 -1.17893
O -1.46816 0.87425 -2.06252
H -3.78410 2.47566 -1.23662
H -4.02807 1.11171 -1.31468
O -4.57807 1.91173 -1.22035
*
```

Mulliken population analysis, charges in e, atoms 1 to 2: -0.39 -0.18

---

Density functional theory data (wB97M-V/def2-TZVPD) for a cluster of 4 separate species, C3H14NO4S in total.

Lowest unoccupied orbital energy (spin up / spin down) in hartree: 0.0204 / -0.1125
DFT total energy in hartree: -876.5022

```
! wB97M-V def2-TZVPD RIJCOSX def2/J DEFGRID3
* xyz 0 2
C -0.48601 0.88960 -0.03077
C -0.89070 2.35070 -0.00021
S -1.54757 2.90146 1.60315
N 0.30715 0.66937 -1.26074
C 1.39314 -0.29745 -1.07526
O 0.73238 -1.48768 -1.01788
H -1.40336 0.32266 0.01763
H 0.05448 0.70038 0.86424
H -0.08189 3.03660 -0.23272
H -1.66411 2.58444 -0.74021
H -0.64171 2.30898 2.38788
H -0.39456 0.32932 -1.93549
H 1.93550 -0.10399 -0.14827
H 2.04535 -0.25262 -1.94028
H 0.89152 -0.99422 2.34824
H 2.07923 -0.06857 2.37649
O 1.14449 -0.08611 2.59875
H -2.29091 -1.60073 -2.21790
H -0.87635 -1.88769 -1.74409
O -1.49339 -2.07186 -2.47450
H 0.55937 -3.13850 1.07816
H 0.31393 -1.89816 0.29678
O 0.31403 -2.20592 1.24702
*
```

Mulliken population analysis, charges in e, atoms 1 to 2: 0.01 -0.79

---

Density functional theory data (wB97M-V/def2-TZVPD) for a structure of composition C3H14NOSZn.

ΔE to the lowest compared entry with this formula, charge and spin in kcal/mol: 38.3
Lowest unoccupied orbital energy (spin up / spin down) in hartree: 0.0952 / 0.0923
DFT total energy in hartree: -2429.9594

```
! wB97M-V def2-TZVPD RIJCOSX def2/J DEFGRID3
* xyz -1 1
C -0.77672 1.14792 -3.18446
Zn -0.27716 0.61758 -1.40179
N 0.66336 -1.13988 -1.85648
H -1.18193 1.52756 -0.48594
H 0.42133 1.51291 -2.31798
H -1.28591 2.10026 -3.28201
H -1.53579 0.36666 -3.01598
H -0.23700 0.87902 -4.09319
H 0.24437 -1.87171 -1.28912
H 1.62847 -1.02436 -1.55577
H 0.66326 -1.44094 -2.84707
C -0.71070 0.79715 2.57605
S 0.86905 0.20597 1.95587
C 0.96499 -1.32125 2.90739
O 0.60340 -0.27371 0.51961
H -0.54443 1.15954 3.59864
H -1.43143 -0.03227 2.57133
H -1.05465 1.61940 1.94002
H -0.00671 -1.82606 2.87281
H 1.74420 -1.94067 2.45405
H 1.24000 -1.06311 3.93404
*
```

Mulliken population analysis, charges in e, atoms 1 to 2: -0.55 0.32

---

Density functional theory data (wB97M-V/def2-TZVPD) for a cluster of 4 separate species, C3H14O3S in total.

Structure (SMILES): CCSC.O.O.O
ΔE to the lowest compared entry with this formula, charge and spin in kcal/mol: 17.4
Lowest unoccupied orbital energy in hartree: 0.0187
DFT total energy in hartree: -746.5802

```
! wB97M-V def2-TZVPD RIJCOSX def2/J DEFGRID3
* xyz 0 1
C -0.79509 -0.79537 -2.17790
C -0.24664 -0.65097 -0.74805
S -1.39779 0.26164 0.35971
C -0.26360 1.25977 1.56270
H -0.06262 -1.32529 -2.80324
H -1.73574 -1.35625 -2.16271
H -0.97821 0.19625 -2.61216
H -0.18202 -1.62432 -0.23373
H 0.73705 -0.17635 -0.75552
H -0.68329 2.24177 1.63817
H 0.82908 1.32578 1.35605
H -0.41519 0.77503 2.52051
H -1.11128 2.16664 -1.22663
H -1.62927 3.10999 -2.30739
O -0.80740 2.66795 -1.98827
H 3.17693 -1.39104 1.21282
H 2.44866 -0.22734 0.57541
O 2.43495 -1.19998 0.70446
H -0.48366 -2.03472 2.50972
H 0.82391 -1.61879 1.86377
O 0.34120 -1.60439 2.71226
*
```

Mulliken population analysis, charges in e, atoms 1 to 2: -1.16 -0.09

---

Density functional theory data (wB97M-V/def2-TZVPD) for a cluster of 4 separate species, C3H14O3S in total.

Structure (SMILES): CCSC.O.O.O
ΔE to the lowest compared entry with this formula, charge and spin in kcal/mol: 41.0
Lowest unoccupied orbital energy in hartree: 0.0180
DFT total energy in hartree: -746.5426

```
! wB97M-V def2-TZVPD RIJCOSX def2/J DEFGRID3
* xyz 0 1
C -1.49815 -2.68434 3.18766
C -1.00617 -3.01415 1.70491
S 0.01349 -1.80920 0.89307
C -1.11037 -0.60299 0.14860
H -1.93881 -3.57404 3.57673
H -0.59262 -2.39739 3.65271
H -2.19313 -1.83105 3.19705
H -0.20890 -3.86294 1.60188
H -1.90812 -3.55596 1.26776
H -1.88939 -1.04797 -0.56225
H -0.52062 0.07451 -0.52185
H -1.56838 0.11454 0.89798
H -4.33825 0.12351 -1.16501
H -5.09064 0.69974 -2.36518
O -4.90744 0.83124 -1.49494
H 5.10407 4.63091 -0.94759
H 5.17455 3.30138 -1.08906
O 5.33851 3.93644 -0.34323
H 4.90358 3.18365 -4.30884
H 3.84124 4.11748 -3.81259
O 4.39553 3.36663 -3.51781
*
```

Mulliken population analysis, charges in e, atoms 1 to 2: -0.98 -0.49

---

What is the DFT total energy in the ninth record? -876.5022 hartree